[1]
{
  "formula": "C20H43FN2O14S5",
  "method": "ωB97M-V with the def2-TZVPD basis set",
  "largest_force_ha_per_bohr": 0.077,
  "total_energy_ha": -4041.4373,
  "homo_lumo_gap_ev": 9.024,
  "e_homo_ev": -8.885,
  "charge": 0,
  "mol_weight_g_mol": 714.90,
  "smiles": "Cc1cccc(CN(N)S(=O)(=O)F)c1.CCOS(C)(=O)=O.CCOS(C)(=O)=O.CCOS(C)(=O)=O.CCOS(C)(=O)=O",
  "symbols": ["C", "C", "C", "C", "C", "C", "C", "N", "N", "S", "O", "O", "F", "C", "H", "H", "H", "H", "H", "H", "H", "H", "H", "H", "H", "C", "C", "O", "S", "C", "O", "O", "H", "H", "H", "H", "H", "H", "H", "H", "C", "C", "O", "S", "C", "O", "O", "H", "H", "H", "H", "H", "H", "H", "H", "C", "C", "O", "S", "C", "O", "O", "H", "H", "H", "H", "H", "H", "H", "H", "C", "C", "O", "S", "C", "O", "O", "H", "H", "H", "H", "H", "H", "H", "H"],
  "positions_angstrom": [[-1.1731, -1.9809, -3.6699], [-0.4135, -1.3777, -2.5176], [0.7500, -1.9617, -2.0540], [1.4519, -1.3837, -1.0089], [0.9908, -0.2210, -0.4276], [-0.1692, 0.3880, -0.8848], [-0.6934, 1.6978, -0.3325], [0.1930, 2.8807, -0.5188], [1.4098, 2.8882, 0.2505], [0.4752, 3.2101, -2.0816], [1.5256, 2.4096, -2.6083], [-0.7522, 3.3231, -2.7698], [1.0593, 4.6274, -1.9112], [-0.8643, -0.2067, -1.9246], [-2.2449, -1.9494, -3.4929], [-0.9717, -1.4061, -4.5780], [-0.8523, -3.0027, -3.8649], [1.1386, -2.8674, -2.5057], [2.3758, -1.8144, -0.6437], [1.5595, 0.2154, 0.3844], [-0.9388, 1.6460, 0.7282], [-1.6180, 1.9383, -0.8527], [2.1482, 2.4220, -0.2773], [1.2487, 2.3380, 1.0856], [-1.7703, 0.2470, -2.3143], [7.7771, 1.8519, -0.4502], [6.2911, 2.1499, -0.4248], [5.6525, 1.9581, -1.7035], [5.3323, 0.4666, -2.1442], [4.1396, 0.8545, -3.3650], [4.6972, -0.2047, -1.0459], [6.4943, -0.1170, -2.7427], [7.9662, 0.7918, -0.6126], [8.2259, 2.1402, 0.5012], [8.2657, 2.4017, -1.2546], [5.7705, 1.5519, 0.3232], [6.1163, 3.1964, -0.1829], [3.3017, 1.3227, -2.8544], [3.8358, -0.0824, -3.8284], [4.5831, 1.5171, -4.1036], [-6.6063, -6.0417, -2.0053], [-6.4968, -4.5579, -1.7228], [-5.3036, -4.2222, -0.9785], [-3.9316, -4.1687, -1.7779], [-2.9793, -3.3313, -0.5600], [-4.1133, -3.3250, -2.9209], [-3.4265, -5.4960, -1.9409], [-5.8365, -6.3718, -2.7011], [-7.5813, -6.2607, -2.4413], [-6.4918, -6.6159, -1.0861], [-6.5251, -3.9695, -2.6407], [-7.3180, -4.2253, -1.0912], [-3.3899, -2.3359, -0.4143], [-1.9599, -3.2696, -0.9380], [-3.0079, -3.9077, 0.3607], [2.2014, 3.5153, 4.7952], [3.4699, 2.6898, 4.8427], [3.2391, 1.2981, 4.5166], [3.0556, 0.9234, 2.9869], [3.2542, -0.8154, 3.1369], [4.1423, 1.4718, 2.2373], [1.7098, 1.2122, 2.5867], [1.8257, 3.6093, 3.7772], [2.4005, 4.5152, 5.1809], [1.4207, 3.0520, 5.3985], [4.2372, 3.0910, 4.1798], [3.8797, 2.6710, 5.8502], [4.2661, -1.0233, 3.4727], [3.0865, -1.2383, 2.1484], [2.5189, -1.1925, 3.8426], [-6.2660, 0.2564, 1.2880], [-5.4360, 1.5141, 1.4357], [-4.2514, 1.3043, 2.2390], [-3.0167, 0.5793, 1.5566], [-1.8107, 0.9824, 2.7641], [-2.7151, 1.2522, 0.3270], [-3.2370, -0.8332, 1.5504], [-5.7494, -0.4936, 0.6910], [-7.2101, 0.4962, 0.7981], [-6.4744, -0.1816, 2.2639], [-5.1451, 1.9230, 0.4675], [-5.9941, 2.2833, 1.9653], [-1.6785, 2.0604, 2.7841], [-0.8824, 0.4963, 2.4697], [-2.1419, 0.6084, 3.7295]],
  "forces_ev_per_a": [[0.2, 0.3, -0.1], [-0.3, -0.3, -0.4], [0.4, -0.2, 0.2], [0.1, 0.0, 0.1], [0.2, 0.1, 0.4], [-0.2, 0.3, 0.1], [1.4, 0.6, -1.1], [0.2, -0.2, 0.4], [0.3, 0.4, -0.4], [-0.2, -0.4, 0.3], [0.3, 0.1, -0.2], [-0.3, 0.1, -0.2], [0.2, 0.5, -0.1], [-0.1, 0.0, -0.2], [0.0, -0.1, 0.0], [0.0, 0.0, 0.0], [-0.1, -0.1, 0.1], [-0.1, 0.0, -0.1], [0.0, -0.1, -0.1], [-0.1, 0.0, 0.0], [1.2, 0.5, -0.6], [1.1, 0.3, -0.2], [-0.1, -0.2, 0.1], [-0.1, 0.1, 0.0], [0.0, 0.1, 0.1], [0.0, -0.1, -0.2], [0.2, 0.1, 0.5], [0.1, 0.0, -0.1], [-0.1, 0.2, -0.1], [-0.1, -0.1, 0.0], [0.0, -0.2, 0.1], [0.0, -0.1, 0.1], [0.0, 0.0, 0.0], [0.0, 0.0, 0.0], [0.0, 0.0, 0.0], [0.0, 0.0, -0.1], [-0.1, 0.0, -0.1], [0.0, 0.0, -0.2], [0.0, 0.0, 0.0], [0.0, 0.0, 0.0], [0.2, 0.0, 0.0], [-0.3, -0.1, -0.2], [0.0, 0.0, 0.1], [0.1, 0.2, 0.4], [-0.1, 0.0, -0.1], [-0.1, -0.1, -0.2], [0.0, -0.1, -0.2], [0.0, 0.0, 0.0], [0.0, 0.0, 0.0], [-0.1, 0.0, 0.0], [0.1, 0.0, 0.0], [0.1, 0.0, 0.1], [0.0, 0.0, 0.0], [0.0, 0.0, 0.0], [0.0, 0.0, 0.0], [-0.1, -0.1, -0.1], [0.1, 0.5, 0.1], [-0.1, -0.2, -0.2], [0.7, -0.4, 0.5], [-0.1, 0.0, 0.0], [-0.2, 0.2, -0.1], [-0.3, 0.0, 0.1], [0.0, 0.0, 0.0], [0.0, 0.0, 0.0], [0.0, 0.0, 0.1], [0.0, -0.1, -0.1], [0.0, -0.2, 0.0], [0.0, 0.0, 0.0], [0.0, 0.0, -0.1], [0.0, 0.0, 0.0], [0.1, -0.1, 0.0], [-0.4, 0.1, -0.3], [0.2, 0.0, 0.2], [-0.9, 0.0, 0.3], [0.1, 0.0, 0.1], [-3.5, -1.4, 1.3], [0.1, -0.2, -0.1], [0.0, 0.0, 0.0], [0.0, 0.0, 0.0], [0.0, 0.0, 0.0], [0.1, 0.0, 0.0], [0.1, 0.0, 0.1], [0.0, 0.0, 0.0], [0.0, -0.1, 0.0], [0.0, 0.0, 0.0]]
}


[2]
{
  "formula": "C3H8N2O",
  "method": "ωB97M-V with the def2-TZVPD basis set",
  "largest_force_ha_per_bohr": 0.016,
  "total_energy_ha": -303.7995,
  "homo_lumo_gap_ev": 10.062,
  "e_homo_ev": -9.021,
  "charge": 0,
  "mol_weight_g_mol": 88.11,
  "smiles": "C=NNCCO",
  "symbols": ["C", "N", "N", "C", "C", "O", "H", "H", "H", "H", "H", "H", "H", "H"],
  "positions_angstrom": [[-2.4028, -0.5119, -0.0077], [-1.1376, -0.3440, 0.0684], [-0.6311, 0.9082, 0.1899], [0.7442, 1.0547, -0.3179], [1.6832, 0.0516, 0.3368], [1.5798, -1.2352, -0.2040], [-2.7821, -1.5370, -0.0750], [-3.1191, 0.3241, -0.0373], [-1.2718, 1.6307, -0.1280], [1.0674, 2.0682, -0.0471], [0.7900, 0.9297, -1.4196], [1.5355, 0.0647, 1.4343], [2.7219, 0.3713, 0.1601], [0.6533, -1.4871, -0.1318]],
  "forces_ev_per_a": [[0.4, -0.1, -0.1], [-0.7, -0.4, -0.1], [0.2, 0.2, -0.1], [-0.3, 0.0, 0.0], [0.5, 0.5, 0.2], [0.1, -0.4, -0.1], [0.2, 0.5, 0.1], [0.2, -0.2, 0.1], [0.1, 0.1, 0.0], [-0.1, -0.2, -0.1], [0.0, 0.1, 0.4], [-0.1, 0.0, -0.3], [-0.3, 0.0, 0.0], [-0.2, -0.1, 0.0]]
}